Entry 1:
{"formula": "C14H25K3O16", "method": "wB97M-V/def2-TZVPD", "gap_ev": 3.75, "spin_multiplicity": 1, "charge": -4, "elements": ["K", "K", "K", "C", "C", "O", "O", "H", "H", "H", "C", "C", "O", "O", "H", "H", "H", "C", "C", "O", "O", "H", "H", "H", "C", "C", "O", "O", "H", "H", "H", "C", "C", "O", "O", "H", "H", "H", "C", "C", "O", "O", "H", "H", "H", "C", "C", "O", "O", "H", "H", "H", "O", "H", "H", "O", "H", "H"], "xyz": [[-3.90488, -0.69656, -2.19021], [-1.43653, -4.39054, -1.54970], [2.34648, -1.84084, -1.93606], [-1.91612, 3.18399, -2.48852], [-2.58143, 2.65886, -3.75968], [-3.50721, 1.79791, -3.61401], [-2.17873, 3.10974, -4.84813], [-2.67629, 3.33266, -1.71812], [-1.44861, 4.15002, -2.69271], [-1.14519, 2.51471, -2.10884], [-0.40049, -0.47672, -3.92064], [-0.84564, -1.93211, -3.80640], [-2.08645, -2.17940, -3.92287], [0.02534, -2.82597, -3.62494], [-1.20709, 0.20226, -4.18608], [0.39541, -0.40879, -4.66089], [-0.01375, -0.16973, -2.94473], [2.77124, 2.68266, -0.69153], [3.05870, 2.25606, -2.13258], [2.61182, 1.13127, -2.49823], [3.65424, 3.09680, -2.83451], [1.76026, 3.10233, -0.65533], [3.45228, 3.47550, -0.37543], [2.80750, 1.86621, 0.02996], [0.21543, -2.77211, 3.41382], [-0.63869, -3.99811, 3.78993], [-0.06724, -5.13605, 3.87489], [-1.84767, -3.76663, 3.94890], [0.27574, -2.05621, 4.23930], [-0.15157, -2.24884, 2.53172], [1.27267, -3.02433, 3.25060], [0.06413, 0.16353, 0.13098], [-1.26264, -0.56929, -0.07874], [-1.22868, -1.82562, -0.31097], [-2.30995, 0.10374, 0.01268], [0.00754, 0.60550, 1.12703], [0.16432, 0.95802, -0.60734], [0.94892, -0.47912, 0.08484], [-1.75577, 1.76149, 3.84714], [-3.11974, 1.50176, 4.53784], [-3.79881, 0.52243, 4.20498], [-3.42558, 2.40768, 5.38271], [-1.03787, 1.90588, 4.65958], [-1.86193, 2.66923, 3.25343], [-1.38822, 0.94741, 3.22168], [4.12722, -0.63685, 1.11149], [4.98869, -1.74466, 0.51333], [4.50235, -2.40570, -0.44801], [6.11746, -1.90235, 1.01743], [4.75211, 0.20812, 1.39096], [3.59998, -1.02129, 1.98838], [3.36810, -0.29590, 0.40655], [1.11796, -3.52173, 0.04164], [1.06938, -4.30343, 0.60150], [0.43130, -2.91671, 0.38810], [-3.95399, 2.44381, 0.53377], [-3.40738, 1.66032, 0.35611], [-3.30242, 3.12567, 0.71390]], "atomic_forces_ev_per_a": [[0.96, 0.76, -0.09], [0.55, 1.37, -0.07], [0.00, 0.41, 0.12], [-0.23, 0.58, 0.16], [-0.23, -0.35, -0.29], [0.02, -0.35, 0.31], [-0.03, 0.14, -0.15], [0.09, -0.23, 0.07], [0.10, -0.10, -0.07], [-0.07, -0.18, -0.05], [-0.03, -0.39, 0.22], [-0.74, -0.06, -0.36], [-0.09, -0.16, 0.59], [0.24, -0.09, 0.42], [-0.11, -0.10, -0.06], [0.14, 0.13, 0.15], [0.21, 0.11, -0.14], [-0.16, 0.20, 0.40], [-0.24, -0.23, -0.24], [0.15, -0.23, 0.26], [0.27, 0.07, -0.23], [0.00, -0.08, -0.03], [0.05, -0.05, -0.06], [-0.01, -0.08, -0.12], [1.21, -0.05, 0.30], [-0.01, -0.61, -0.21], [0.09, 0.57, -0.15], [-0.26, -0.12, 0.10], [-0.53, 0.03, -0.04], [-0.29, 0.02, 0.08], [-0.22, -0.27, -0.22], [-0.29, -0.18, 0.15], [0.03, -0.47, 0.14], [0.08, -0.09, -0.29], [-0.13, -0.12, -0.57], [0.14, 0.14, -0.05], [0.04, 0.06, 0.04], [-0.25, 0.01, 0.03], [-0.02, -0.40, 0.37], [-0.32, 0.74, 0.17], [0.00, -0.17, 0.03], [0.12, -0.28, -0.09], [0.11, 0.30, -0.18], [0.19, 0.09, 0.04], [-0.30, -0.07, -0.07], [-0.36, 0.01, -0.13], [0.27, -0.15, -0.32], [-0.25, 0.03, -0.15], [0.29, -0.11, 0.19], [-0.01, 0.02, 0.15], [0.11, 0.05, 0.06], [0.03, 0.04, -0.02], [-0.58, -0.25, -0.28], [0.26, 0.20, 0.38], [-0.04, 0.06, -0.21], [-0.12, 0.08, -0.19], [0.15, -0.15, 0.15], [0.02, -0.02, 0.08]]}

---

Entry 2:
{"formula": "C4H12N2O2", "method": "wB97M-V/def2-TZVPD", "gap_ev": 10.20, "spin_multiplicity": 1, "smiles": "CC(=O)NN.CCO", "relative_energy_kcal_mol": 43.1, "elements": ["C", "C", "O", "H", "H", "H", "H", "H", "H", "C", "N", "C", "N", "O", "H", "H", "H", "H", "H", "H"], "xyz": [[1.73245, 0.19465, -1.74553], [2.21811, -1.16993, -1.28166], [0.36044, 0.09342, -2.11218], [0.08059, 0.95593, -2.43862], [1.84656, 0.91891, -0.93079], [2.32004, 0.52368, -2.61376], [2.04862, -1.91408, -2.05752], [3.28008, -1.12802, -1.05466], [1.68000, -1.46718, -0.38302], [-1.37338, 0.84564, 2.63580], [-1.12724, 0.02636, 0.37734], [-0.55626, 0.73869, 1.37331], [-2.39541, -0.56547, 0.50350], [0.54020, 1.24121, 1.22036], [-0.59879, -0.08124, -0.49297], [-3.01307, -0.22966, -0.23182], [-2.32008, -1.57905, 0.41950], [-2.35156, 1.26108, 2.40485], [-0.85286, 1.48090, 3.34773], [-1.51845, -0.14585, 3.06014]], "atomic_forces_ev_per_a": [[0.71, -0.06, 0.17], [-0.33, 0.32, -0.14], [-0.31, 0.01, -0.22], [-0.02, -0.08, 0.02], [-0.01, -0.05, -0.12], [-0.08, -0.01, 0.12], [0.02, -0.07, -0.04], [0.08, 0.00, 0.04], [0.01, -0.05, 0.07], [0.20, 0.18, 0.08], [-0.16, -0.43, -0.67], [-0.44, -0.05, 0.32], [0.02, -0.18, -0.08], [0.39, 0.19, 0.02], [-0.15, 0.08, 0.21], [0.18, -0.04, 0.14], [0.02, 0.31, 0.00], [-0.07, -0.05, 0.08], [0.04, -0.02, -0.06], [-0.10, 0.00, 0.05]]}

---

Calculated HOMO energy, 1.559, -9.448 eV (same order as the records).